This record from the OMol25 dataset describes a structure of composition C30H46BN7O2S3Ti. The level of theory is wB97M-V/def2-TZVPD.

Multiplicity: 1

XYZ file:
```
90
Properties=species:S:1:pos:R:3:forces:R:3:mulliken_charge:R:1
Ti 3.2522 -0.0442 0.2158 0.0780 -0.4224 -0.0704 -0.32
C 1.7546 0.9778 -4.9082 0.0055 0.0122 -0.0518 -1.91
C 0.8459 0.6229 -3.7807 -0.2984 -0.0313 0.0514 0.51
C -0.5128 0.6514 -3.8908 0.2224 -0.0664 0.0400 -0.74
C -1.3200 0.2677 -2.7928 0.0179 0.0304 0.0401 -0.33
N -0.7852 -0.0419 -1.6462 0.0386 0.0419 -0.0394 -0.10
N 0.5436 -0.0187 -1.5063 0.0659 0.0585 -0.1788 0.33
B 1.0770 -0.4272 -0.0973 -0.3110 0.0142 0.0422 0.18
N 0.5843 0.5348 1.0200 0.0785 0.0098 -0.0598 0.98
N -0.1148 1.6075 0.6656 -0.0046 0.1226 0.0799 -0.81
C -0.2371 2.5959 1.5171 0.0161 -0.1324 0.0136 -0.16
C 0.3474 2.5271 2.7984 0.0477 -0.1012 0.0271 -0.59
C 1.0459 1.4158 3.1793 -0.1211 0.0338 -0.0158 0.17
C 1.7450 1.2972 4.4908 -0.0123 0.0294 0.0206 -1.87
C 1.1608 0.3579 2.2362 -0.1422 0.0912 -0.0345 1.26
S 2.0723 -1.0597 2.5038 0.1142 0.1609 -0.0697 -0.45
C -1.0609 3.7832 1.0397 0.0084 0.0329 -0.0492 2.33
C -0.7982 4.0229 -0.4507 -0.0626 0.0122 -0.0009 -1.46
C -2.5426 3.4508 1.2574 -0.0119 0.0003 -0.0293 -1.46
C -0.7089 5.0577 1.8087 -0.0009 0.0024 0.0131 -2.19
N 0.5270 -1.8669 0.1719 0.1306 -0.2227 0.0599 0.34
N -0.6936 -1.9629 0.6863 0.0015 0.0069 -0.0036 0.16
C -1.1627 -3.1405 1.0035 0.0589 0.0111 -0.0147 -0.39
C -0.4252 -4.3114 0.7213 0.1391 0.0427 -0.1026 -0.67
C 0.8307 -4.2207 0.1916 -0.1995 0.0797 0.0846 0.30
C 1.6780 -5.4133 -0.0985 -0.0030 -0.0500 -0.0046 -1.79
C 1.3511 -2.9120 -0.0195 -0.1373 -0.0081 0.0292 0.90
S 2.9768 -2.6312 -0.4192 0.1866 0.1640 -0.0448 -0.51
C -2.4948 -3.1255 1.7403 -0.0427 0.0052 0.0306 2.52
C -3.5257 -2.3406 0.9257 -0.0197 0.0291 0.0324 -1.61
C -3.0256 -4.5349 1.9937 0.0193 -0.0294 -0.0089 -2.30
C -2.2611 -2.4235 3.0862 -0.0500 0.0092 -0.0018 -1.55
C 1.3969 0.2322 -2.5189 -0.0536 0.0471 0.0510 0.93
S 3.0708 0.0792 -2.3063 0.1115 -0.0076 -0.1635 -0.66
C -2.8362 0.1332 -2.8576 -0.0311 0.0151 0.0218 2.63
C -3.1676 -1.3626 -2.7889 -0.0063 -0.0043 -0.0390 -1.36
C -3.4523 0.8444 -1.6497 -0.0059 -0.0445 0.0452 -1.19
C -3.4108 0.7205 -4.1443 0.0038 0.0286 -0.0147 -2.34
H 1.1822 1.2591 -5.7907 0.0033 0.0015 -0.0010 0.40
H 2.4113 1.8004 -4.6216 0.0043 0.0031 0.0038 0.35
H 2.4027 0.1348 -5.1514 0.0067 -0.0048 -0.0115 0.37
H -0.9719 0.9508 -4.8224 0.0223 0.0078 -0.0215 0.52
H 0.2699 3.3665 3.4746 0.0041 0.0056 0.0269 0.34
H 1.5885 2.1876 5.0978 -0.0012 0.0074 0.0002 0.41
H 1.3928 0.4190 5.0337 0.0079 -0.0018 0.0069 0.37
H 2.8131 1.1502 4.3169 0.0001 0.0025 0.0010 0.32
H -1.0555 3.1441 -1.0387 -0.0097 -0.0328 -0.0292 0.10
H -1.3992 4.8672 -0.7946 0.0002 0.0050 -0.0062 0.47
H 0.2539 4.2510 -0.6288 0.0206 -0.0028 0.0067 0.32
H -2.8099 2.5328 0.7335 0.0040 -0.0173 -0.0131 0.12
H -2.7661 3.3186 2.3179 0.0115 -0.0135 0.0181 0.37
H -3.1681 4.2608 0.8768 -0.0140 0.0194 0.0056 0.41
H 0.3555 5.2875 1.7344 0.0164 -0.0030 0.0044 0.44
H -1.2644 5.8968 1.3879 -0.0021 0.0039 -0.0142 0.45
H -0.9777 4.9922 2.8637 -0.0040 -0.0050 0.0168 0.37
H -0.8465 -5.2835 0.9361 0.0115 -0.0203 0.0119 0.55
H 1.1220 -6.3341 0.0707 -0.0006 -0.0038 0.0030 0.38
H 2.0310 -5.3866 -1.1302 0.0070 -0.0077 -0.0023 0.35
H 2.5674 -5.4060 0.5335 0.0016 0.0055 0.0052 0.36
H -3.7128 -2.8209 -0.0360 -0.0089 -0.0210 -0.0183 0.37
H -4.4706 -2.2962 1.4709 -0.0083 0.0129 0.0084 0.49
H -3.1795 -1.3244 0.7409 0.0138 -0.0127 0.0010 0.17
H -3.2028 -5.0754 1.0613 0.0022 -0.0034 -0.0089 0.45
H -2.3431 -5.1217 2.6109 0.0081 -0.0081 0.0119 0.45
H -3.9753 -4.4730 2.5262 -0.0081 0.0123 -0.0031 0.40
H -1.8980 -1.4084 2.9268 0.0013 0.0183 -0.0067 0.18
H -3.1944 -2.3800 3.6514 -0.0064 0.0008 0.0074 0.43
H -1.5197 -2.9558 3.6846 0.0126 -0.0197 0.0008 0.38
H -2.7465 -1.7973 -1.8838 0.0089 -0.0180 0.0222 -0.09
H -4.2497 -1.5085 -2.7800 -0.0103 -0.0044 0.0024 0.47
H -2.7585 -1.8940 -3.6510 0.0082 -0.0091 -0.0071 0.38
H -3.0438 0.4332 -0.7266 -0.0167 0.0522 -0.0024 -0.21
H -3.2389 1.9145 -1.6707 0.0157 0.0267 -0.0182 0.35
H -4.5359 0.7111 -1.6490 -0.0111 -0.0057 -0.0089 0.55
H -3.0376 0.2045 -5.0307 -0.0096 -0.0097 -0.0156 0.41
H -4.4961 0.6117 -4.1370 -0.0043 -0.0009 0.0092 0.42
H -3.1853 1.7848 -4.2408 0.0154 0.0057 0.0024 0.47
N 5.3913 -0.6545 -0.2705 -0.1539 -0.0712 -0.1178 -0.46
C 6.2687 0.3433 0.3633 0.0367 0.1440 0.1459 -0.55
C 5.6043 0.8681 1.6485 0.1520 0.0353 -0.0194 0.50
O 6.2482 1.4748 2.4744 0.0834 -0.0289 -0.1197 -0.68
O 4.3348 0.6042 1.7202 0.0889 0.0633 0.2101 -0.35
H 5.4807 -1.5513 0.2006 0.0162 0.0015 0.0022 0.33
H 5.6436 -0.8131 -1.2399 -0.0416 -0.0048 -0.0120 0.23
H 6.3794 1.1903 -0.3168 -0.0061 -0.0121 0.0268 0.27
H 7.2651 -0.0397 0.5867 -0.0390 0.0182 0.0271 0.36
C 2.8435 2.0193 -0.1688 -0.0764 -0.0676 0.1679 -1.08
H 3.7605 2.4280 -0.6116 0.0229 -0.0262 0.0377 0.50
H 2.6984 2.5087 0.8024 -0.0238 -0.0102 -0.0163 0.13
H 2.0149 2.2660 -0.8329 0.0181 0.0225 -0.0054 0.16
```
Positions in Å, forces in eV/Å.

This record from the OMol25 dataset describes a structure of composition C30H46BO9RbS. The level of theory is wB97M-V/def2-TZVPD.

Multiplicity: 1

XYZ file:
```
88
Properties=species:S:1:pos:R:3:forces:R:3:mulliken_charge:R:1
Rb 1.7987 2.5316 0.9183 0.4043 0.3701 0.0253 0.87
B 0.0053 0.3765 0.0425 -0.4136 0.0170 -0.1069 4.00
H 1.0635 0.1880 -0.0510 3.9924 -0.7556 -0.5950 -1.16
H -0.1249 1.0598 0.8674 -0.9064 2.7456 3.0531 -0.92
H -0.4134 0.7213 -0.8902 -1.4880 1.8120 -3.4888 -0.74
H -0.5705 -0.5004 0.2951 -1.8241 -3.5165 1.0875 -1.09
C 5.2351 2.0230 -3.0456 -0.5775 0.9614 0.0008 -0.60
S 5.0112 1.7412 -1.2475 -1.1590 -0.2792 -0.8646 0.38
O 4.1628 2.8853 -0.7363 0.4592 -0.4845 -0.1588 -0.60
C 3.7993 0.4155 -1.6100 0.2843 -0.4189 0.5127 -0.15
H 5.6465 3.0179 -3.2157 0.5229 -0.1519 0.2810 0.39
H 4.2231 2.1257 -3.4373 -0.0906 -0.2612 -0.0428 -0.08
H 5.7763 1.2534 -3.5960 0.0966 -0.0397 0.4191 0.38
H 3.3484 0.0007 -0.7085 0.0713 0.3384 0.2408 -0.41
H 4.3098 -0.4314 -2.0684 0.1296 0.1285 -0.2745 0.55
H 3.0069 0.8058 -2.2487 0.0974 0.1304 -0.0043 0.02
C -0.5650 -0.7017 4.0263 -0.3946 -0.5317 -1.8422 -0.04
C -0.4815 -2.0732 3.8322 0.3366 0.1864 0.4008 0.00
C -0.5157 -2.8841 4.9485 0.9606 -0.2030 -0.6834 -1.00
C -0.7315 -2.3311 6.1826 0.1093 -1.6344 0.4304 -0.37
C -1.0340 -1.0054 6.3110 -0.7075 -0.5644 1.6012 -0.39
C -0.9643 -0.1928 5.2359 -0.0771 1.4874 -0.3565 -0.51
H -0.4097 -0.1103 3.1360 -0.2993 0.5516 0.0422 0.20
H -0.3457 -2.5511 2.8733 0.2056 0.3101 -0.2238 0.58
H -0.1443 -3.8874 4.8007 -0.5790 -0.4307 0.3263 0.37
H -0.6963 -3.0240 7.0102 -0.1155 0.2443 0.4086 0.36
H -1.4095 -0.6671 7.2654 0.1769 0.3177 0.1030 0.37
H -1.2820 0.8320 5.3597 0.3229 0.2484 -0.2890 0.44
C 0.2740 2.8787 -2.7572 0.9392 1.5854 0.7847 -0.35
C 0.8307 2.5320 -3.9752 -2.0786 -0.8958 0.8305 -0.35
C 1.8400 3.2455 -4.5430 0.5736 1.1948 -0.5097 -0.67
C 2.2780 4.4478 -3.9480 0.5703 -1.5238 -0.6414 -0.42
C 1.8206 4.7422 -2.6888 0.0657 0.8123 0.6391 -0.70
C 0.8449 3.9876 -2.0993 -1.2376 -1.6324 0.0560 -0.07
H -0.5476 2.3378 -2.3112 0.0879 -0.1117 -0.0667 0.28
H 0.2461 1.7434 -4.4254 0.7521 -0.4319 -0.7298 0.37
H 2.2357 2.8954 -5.4849 0.1216 0.2610 -0.1854 0.43
H 3.0560 5.0095 -4.4435 -0.0050 0.2073 0.0992 0.39
H 2.1682 5.5562 -2.0699 0.3881 0.3474 -0.4428 0.38
H 0.4992 4.2381 -1.1072 -0.1518 0.2295 0.1090 0.57
O 0.3846 -4.7223 -1.4387 -1.0068 2.9014 -1.3542 -0.68
C 0.3814 -3.6225 -2.0315 -2.0474 -4.7501 4.1112 0.39
O 1.4170 -3.3339 -2.7082 3.0411 0.6636 -2.0843 -0.38
C 1.2663 -2.1648 -3.4742 0.5235 0.3890 -0.7898 -0.44
C -0.0361 -1.5510 -3.0677 -0.5832 1.7591 1.5142 0.31
C -0.6058 -2.4867 -2.0009 -1.1891 -0.9668 -1.0757 0.64
H 1.2540 -2.4350 -4.5301 0.2312 -0.0738 -0.0342 0.28
H 2.1247 -1.5230 -3.2757 0.0393 0.0032 -0.0905 0.14
H -0.7020 -1.3602 -3.9093 -0.0384 -0.2054 0.1368 0.54
H 0.1269 -0.6100 -2.5424 0.1078 0.3327 -0.3867 -0.72
H -1.6028 -2.7648 -2.3426 0.0901 -0.7925 -0.0743 0.24
H -0.8407 -2.1939 -0.9776 0.8511 0.6634 -0.0564 -0.52
O -1.7170 2.5771 3.2997 -1.5463 1.7911 -3.4344 -0.55
C -2.1985 3.0617 2.2536 1.8535 -0.8849 3.5421 0.06
O -2.0476 4.4186 1.9622 0.6335 -1.4074 1.8181 -0.37
C -2.4375 4.6813 0.6630 -1.5770 -0.2181 -1.4311 -0.05
C -3.4438 3.5162 0.3546 0.3337 1.2582 -1.1438 -0.73
C -2.9253 2.3487 1.1432 -0.1314 0.6843 -0.0094 0.97
H -1.5647 4.7765 0.0171 0.1590 -0.6723 -0.2637 -0.12
H -2.9015 5.6617 0.5546 -0.2611 -0.0023 0.5235 0.35
H -3.5520 3.3765 -0.7210 0.0296 -0.2190 0.0416 0.41
H -4.4322 3.7362 0.7580 0.0457 0.5262 -0.1187 0.31
H -2.1933 1.7477 0.6039 -0.1183 -0.3473 0.1204 -0.68
H -3.8090 1.8188 1.4990 0.6449 -0.6096 0.2929 0.32
O 2.0644 -5.4609 1.2768 0.0357 1.4496 0.6107 -0.63
C 2.1815 -4.2707 1.4885 0.6125 -2.7409 -0.0178 0.36
O 1.2612 -3.3940 1.0807 -0.8466 0.4354 -0.3366 -0.27
C 1.7540 -2.0530 1.0541 0.2029 -0.5473 1.2836 1.87
C 3.1826 -2.2200 1.4961 2.0467 1.8216 -0.1820 -0.87
C 3.3878 -3.5811 2.1461 -1.1593 0.4286 -0.8488 -0.41
H 1.3038 -1.4357 1.8315 -0.8356 -0.2149 -0.2588 -0.59
H 1.5789 -1.5587 0.0985 0.1166 -0.6014 0.1224 -1.12
H 3.4143 -1.4071 2.1842 0.1954 0.0321 0.1103 0.44
H 3.8232 -2.0313 0.6346 0.3778 -0.4596 -0.0411 0.28
H 3.2829 -3.5095 3.2287 -0.2417 -0.1842 -0.0252 0.26
H 4.3226 -4.0967 1.9260 -0.2269 0.0864 -0.1580 0.30
O -6.8736 -2.1579 1.3662 1.5081 0.2119 -0.6888 -0.59
C -5.7825 -1.9729 0.8684 -0.5660 0.4563 0.9116 0.44
O -4.6178 -2.2670 1.5494 -0.7439 0.4118 -0.7309 -0.41
C -3.4142 -2.1166 0.7305 -1.9701 -0.8145 -0.5023 0.19
C -3.9175 -1.5316 -0.6131 -0.1924 0.9600 0.3747 0.17
C -5.4876 -1.4068 -0.5367 1.6380 -1.1123 0.2872 -0.52
H -3.0928 -3.1412 0.5434 0.6349 0.1702 0.4185 0.27
H -2.7133 -1.4793 1.2696 0.0465 -0.2926 -0.1411 -0.22
H -3.5496 -2.1017 -1.4662 -0.1439 0.0970 0.0977 0.13
H -3.4711 -0.5372 -0.6180 -0.1081 0.1212 -0.6559 -0.06
H -6.0174 -2.0569 -1.2330 0.1765 -0.1199 -0.0650 0.28
H -5.8095 -0.3971 -0.7913 -0.2059 -0.0371 0.7369 0.28
```
Positions in Å, forces in eV/Å.

| no. | maximum force (Eh/bohr) | E_tot (Eh) | Kohn-Sham gap (eV) |
| --- | --- | --- | --- |
| 1 | 0.00846 | -3773.56113 | 7.0 |
| 2 | 0.12849 | -2294.86430 | 8.4 |